Density functional theory data (ωB97M-V/def2-TZVPD) for a structure of composition C2H7N2S2.

The total energy is -26829.3233 eV. The calculation puts the HOMO energy at -13.46 eV. As for the relative energy (zero: lowest compared OMol25 entry of this formula, charge and spin): 251.78 kJ/mol. Its gap between HOMO and LUMO is 9.06 eV. Its total charge is +1. The calculation puts the LUMO energy at -4.4 eV.

Element x y z (Å)
C  0.043261  1.069467  0.013681
C  -0.005019  -0.789364  0.342967
N  -0.480249  0.454910  -2.463985
N  0.405886  -0.873703  1.739811
S  0.558818  1.882552  1.391354
S  -0.132657  1.788664  -1.480474
H  0.599691  -1.160699  -0.356526
H  -1.143840  -0.985166  0.242212
H  -1.390141  0.643373  -2.940370
H  0.221407  0.275381  -3.110451
H  0.527339  0.207604  2.088629
H  1.261568  -1.329992  2.133610
H  -0.466065  -1.183027  2.399541

Forces on atoms 1 to 2 (eV/Å):
1.51 -1.91 3.05
-4.41 4.48 1.97